[1]
A 2-piece molecular cluster, C5H3NO overall, computed with ωB97M-V with the def2-TZVPD basis set.

Positions of all 10 atoms, in Å:
N1 2.92 -0.75 -0.01
C1 1.95 -0.11 -0.04
C2 0.88 0.80 -0.10
C3 -0.21 1.23 0.43
O1 -1.19 1.74 0.79
H1 1.05 1.95 0.35
C4 -1.85 -0.89 -0.26
C5 -0.84 -1.52 -0.45
H2 -2.74 -0.31 -0.10
H3 0.02 -2.13 -0.62

Values from the calculation:
HOMO level, eV: -10.263
Max |F|, eV/Å: 3.097
SMILES: N#CC=C=O.C#C
Energy relative to the best compared isomer or geometry (same formula, charge and spin), kcal/mol: 96.88
Gap between HOMO and LUMO, eV: 10.6

[2]
One molecule with the formula C5H3NO, computed with ωB97M-V with the def2-TZVPD basis set.

Positions of all 10 atoms, in Å:
C1 -0.24 -2.36 -0.57
C2 -0.28 -1.32 0.04
C3 -0.29 -0.06 0.81
C4 0.04 1.23 0.15
O1 -0.52 2.18 0.68
C5 0.87 1.45 -1.02
N1 1.51 1.66 -1.96
H1 -0.24 -3.29 -1.12
H2 -1.12 0.67 1.26
H3 0.28 -0.16 1.74

Values from the calculation:
HOMO level, eV: -10.575
Max |F|, eV/Å: 3.590
SMILES: C#CCC(=O)C#N
Energy relative to the best compared isomer or geometry (same formula, charge and spin), kcal/mol: 73.16
Gap between HOMO and LUMO, eV: 9.7

[3]
One molecule with the formula C5H3NO, computed with ωB97M-V with the def2-TZVPD basis set.

Positions of all 10 atoms, in Å:
N1 1.76 1.58 -1.69
C1 1.37 0.83 -0.92
C2 0.84 -0.12 -0.02
C3 -0.14 0.35 1.02
C4 -1.29 -0.19 0.59
C5 -0.79 -0.85 -0.60
O1 -1.08 -1.51 -1.53
H1 1.55 -0.88 0.29
H2 0.07 0.95 1.89
H3 -2.30 -0.16 0.97

Values from the calculation:
HOMO level, eV: -9.641
Max |F|, eV/Å: 2.626
SMILES: N#C[C@H]1C=CC1=O
Energy relative to the best compared isomer or geometry (same formula, charge and spin), kcal/mol: 33.97
Gap between HOMO and LUMO, eV: 9.2

[4]
One molecule with the formula C5H3NOS, computed with ωB97M-V with the def2-TZVPD basis set.

Positions of all 11 atoms, in Å:
O1 4.01 -0.84 0.08
C1 2.88 -0.52 -0.09
N1 1.75 -1.33 -0.30
C2 0.83 -0.22 -0.05
C3 -0.43 0.35 -0.12
C4 -0.30 1.69 -0.09
S1 1.32 2.22 0.04
C5 1.93 0.65 -0.06
H1 1.53 -2.23 0.05
H2 -1.24 -0.33 -0.16
H3 -1.16 2.32 -0.26

Values from the calculation:
HOMO level, eV: -8.448
Max |F|, eV/Å: 4.369
SMILES: O=C1Nc2ccsc21
Energy relative to the best compared isomer or geometry (same formula, charge and spin), kcal/mol: 40.14
Gap between HOMO and LUMO, eV: 8.5

[5]
An isolated ion of composition C5H3O4 and charge -1, computed with ωB97M-V with the def2-TZVPD basis set.

Positions of all 12 atoms, in Å:
C1 -1.93 0.00 0.19
C2 1.23 0.58 -0.31
C3 -1.45 -1.23 -0.32
C4 2.20 -0.10 0.07
C5 -1.11 1.18 0.08
O1 -1.96 -2.33 -0.26
O2 -1.14 2.28 0.56
O3 0.04 0.84 -0.86
O4 3.47 -0.35 0.33
H1 -2.71 -0.26 0.90
H2 -0.59 -1.12 -0.99
H3 3.95 0.50 0.62

Values from the calculation:
Spin multiplicity: 3
HOMO level (alpha / beta), eV: -1.729 / -4.487
Max |F|, eV/Å: 5.869
Net charge: -1
Gap between HOMO and LUMO (alpha / beta), eV: 5.6 / 5.3

[6]
C5H3O6Pt as an isolated structure, computed with ωB97M-V with the def2-TZVPD basis set.

Positions of all 15 atoms, in Å:
O1 0.80 0.02 -4.48
C1 0.43 0.02 -3.41
Pt1 -0.20 -0.01 -0.26
O2 2.62 0.00 -1.45
C2 1.63 -0.01 -0.88
C3 -2.09 -0.02 0.51
O3 -3.01 -0.02 1.19
C4 -0.18 -2.01 0.02
O4 -0.22 -3.16 0.02
C5 -0.23 1.99 -0.03
O5 -0.29 3.14 -0.05
H1 -1.61 -0.04 -1.26
O6 0.79 0.04 2.95
H2 0.78 -0.73 3.58
H3 0.78 0.80 3.55

Values from the calculation:
Spin multiplicity: 3
HOMO level (alpha / beta), eV: -11.375 / -15.301
Max |F|, eV/Å: 5.836
Net charge: +1
Energy relative to the best compared isomer or geometry (same formula, charge and spin), kcal/mol: 12.25
Gap between HOMO and LUMO (alpha / beta), eV: 7.1 / 8.6

[7]
One molecule with the formula C5H4, computed with ωB97M-V with the def2-TZVPD basis set.

Positions of all 9 atoms, in Å:
C1 2.11 -0.57 0.40
C2 1.09 -0.03 -0.12
C3 -0.12 0.58 -0.46
C4 -1.38 0.01 -0.14
C5 -2.45 -0.45 0.15
H1 3.00 -1.12 0.16
H2 1.23 0.91 0.56
H3 -0.08 1.56 -0.93
H4 -3.40 -0.88 0.39

Values from the calculation:
HOMO level, eV: -7.600
Max |F|, eV/Å: 0.529
Energy relative to the best compared isomer or geometry (same formula, charge and spin), kcal/mol: 89.58
Gap between HOMO and LUMO, eV: 7.6

[8]
One molecule with the formula C5H4, computed with ωB97M-V with the def2-TZVPD basis set.

Positions of all 9 atoms, in Å:
C1 -2.76 -0.04 0.07
C2 -1.59 0.24 -0.07
C3 -0.23 0.37 -0.08
C4 0.86 0.97 0.24
C5 0.98 -0.44 -0.15
H1 -3.80 -0.28 -0.12
H2 1.33 1.82 0.34
H3 1.23 -0.66 -1.25
H4 1.20 -1.32 0.57

Values from the calculation:
HOMO level, eV: -9.015
Max |F|, eV/Å: 4.963
SMILES: C#CC1=CC1
Energy relative to the best compared isomer or geometry (same formula, charge and spin), kcal/mol: 37.55
Gap between HOMO and LUMO, eV: 9.6